[1]
A structure of composition C19H27IrN2 at a distorted geometry, computed with wB97M-V/def2-TZVPD.

The calculation puts the relative energy (zero: lowest compared OMol25 entry of this formula, charge and spin) at 0.00 kJ/mol. The net charge is +2. As for the expectation value of S²: 6.0122. The highest occupied orbital energy (spin up / spin down) is -14.39 / -16.85 eV. Its LUMO energy (spin up / spin down) is -7.53 / -10.41 eV. As for the frontier orbital gap (spin up / spin down): 0.252 / 0.237 Ha. Its multiplicity is 5.

Positions of all 49 atoms, in Å:
C -1.244 -3.067 -0.285
H -2.177 -3.637 -0.210
H -0.909 -3.114 -1.328
H -1.469 -2.020 -0.052
C -0.178 -3.635 0.658
H 0.735 -3.029 0.585
H -0.524 -3.548 1.696
C 0.157 -5.099 0.353
H 0.920 -5.487 1.036
H -0.734 -5.732 0.448
H 0.534 -5.209 -0.671
C 1.047 1.736 -0.499
C 2.125 0.760 -0.458
C 1.852 -0.163 -1.465
C 0.704 0.300 -2.234
C 0.263 1.511 -1.703
C -0.777 2.429 -2.249
C 0.180 -0.392 -3.448
C 2.641 -1.385 -1.801
C 3.290 0.788 0.472
C 1.013 2.992 0.308
Ir 0.029 -0.030 -0.040
H -0.820 -0.050 -3.709
H 0.825 -0.212 -4.312
H 0.128 -1.473 -3.312
H -1.498 1.900 -2.872
H -1.338 2.923 -1.458
H -0.326 3.212 -2.866
H 1.389 2.834 1.318
H 1.633 3.762 -0.158
H 0.003 3.390 0.394
H 3.716 -0.204 0.617
H 4.085 1.432 0.087
H 3.015 1.165 1.456
H 1.999 -2.228 -2.060
H 3.293 -1.208 -2.661
H 3.272 -1.700 -0.972
N -4.232 3.339 4.903
C -3.567 2.813 4.131
C -2.731 2.152 3.161
C -3.223 1.867 1.891
C -2.380 1.245 0.982
N -1.107 0.935 1.337
C -0.608 1.206 2.568
C -1.417 1.827 3.510
H -4.238 2.119 1.612
H -2.736 1.001 -0.010
H 0.410 0.932 2.812
H -1.027 2.050 4.496

[2]
A cluster of 5 separate species, C19H27N2O12 in total at a distorted geometry, computed with wB97M-V/def2-TZVPD.

The net charge is +1. The highest occupied orbital energy is -12.69 eV. Its LUMO energy is -4.33 eV. As for the frontier orbital gap: 0.307 Ha. Its multiplicity is 1.

Positions of all 60 atoms, in Å:
C -0.914 0.549 -0.660
N -1.266 -0.860 -0.947
C -0.022 -1.678 -1.053
C 0.265 -2.259 0.320
C -0.180 -3.500 0.681
C 0.122 -3.942 1.968
C 0.831 -3.123 2.838
C 1.211 -1.887 2.412
N 0.946 -1.469 1.169
H -0.880 1.115 -1.596
H 0.037 0.653 -0.122
H -1.704 0.945 -0.012
H -1.759 -1.165 -0.112
H -0.229 -2.456 -1.794
H 0.832 -1.082 -1.392
H -0.746 -4.151 0.028
H -0.212 -4.921 2.303
H 1.091 -3.392 3.855
H 1.743 -1.193 3.058
H 1.253 -0.529 0.893
C 0.798 4.143 1.751
C 2.146 4.626 1.283
O 2.912 3.406 1.248
C 2.049 2.391 1.113
O 2.369 1.250 0.884
O 0.782 2.795 1.263
H -0.021 4.720 1.334
H 0.704 4.127 2.838
H 2.116 5.049 0.278
H 2.594 5.350 1.958
C -0.773 -7.686 0.414
C -2.035 -6.866 0.261
O -2.923 -7.772 -0.377
C -2.500 -9.039 -0.092
O -3.111 -10.020 -0.331
O -1.275 -9.013 0.508
H -0.203 -7.425 1.305
H -0.119 -7.615 -0.458
H -2.463 -6.570 1.223
H -1.888 -5.977 -0.351
C 3.868 2.311 -1.870
C 3.383 1.374 -2.947
O 2.665 2.247 -3.817
C 3.153 3.507 -3.637
O 2.887 4.435 -4.322
O 3.985 3.554 -2.560
H 4.825 2.009 -1.452
H 3.150 2.424 -1.061
H 4.202 0.914 -3.504
H 2.734 0.589 -2.562
C -4.330 4.873 -0.369
C -3.707 5.647 0.768
O -2.346 5.200 0.734
C -2.089 4.758 -0.525
O -1.005 4.479 -0.930
O -3.223 4.679 -1.254
H -5.130 5.419 -0.863
H -4.706 3.897 -0.056
H -3.729 6.725 0.604
H -4.165 5.427 1.730

[3]
An isolated molecule of C19H27N3O3S, computed with wB97M-V/def2-TZVPD.

The calculation puts the relative energy (zero: lowest compared OMol25 entry of this formula, charge and spin) at 15.15 kJ/mol. The highest occupied orbital energy is -8.54 eV. Its LUMO energy is 0.47 eV. As for the frontier orbital gap: 0.331 Ha. As for the SMILES: CCOCCCn1c(SCC(=O)NC(C)(C)C)nc2ccccc2c1=O. Its multiplicity is 1.

Positions of all 53 atoms, in Å:
C -2.398 -2.790 -2.433
C -3.243 -1.587 -2.019
O -3.067 -1.191 -0.680
C -3.557 -2.102 0.284
C -3.703 -1.384 1.623
C -2.364 -0.954 2.225
N -1.668 -0.022 1.359
C -0.654 -0.399 0.540
N -0.055 0.378 -0.298
C -0.487 1.670 -0.427
C 0.130 2.509 -1.362
C -0.289 3.814 -1.486
C -1.320 4.311 -0.691
C -1.936 3.496 0.231
C -1.525 2.169 0.373
C -2.170 1.287 1.336
O -3.063 1.611 2.092
H -2.739 3.852 0.859
H -1.634 5.338 -0.802
H 0.187 4.461 -2.209
H 0.922 2.112 -1.977
S -0.075 -2.053 0.663
C 1.187 -2.117 -0.649
H 1.236 -3.166 -0.942
H 0.834 -1.491 -1.467
C 2.562 -1.674 -0.143
O 3.430 -2.482 0.113
N 2.665 -0.342 -0.044
H 1.824 0.194 -0.245
C 3.818 0.382 0.490
C 4.063 -0.049 1.938
H 4.915 0.483 2.351
H 4.263 -1.116 1.973
H 3.187 0.163 2.549
C 5.048 0.079 -0.369
H 5.256 -0.987 -0.346
H 4.872 0.379 -1.400
H 5.912 0.616 0.011
C 3.479 1.871 0.427
H 4.300 2.457 0.830
H 3.306 2.181 -0.601
H 2.584 2.087 1.009
H -1.721 -1.818 2.405
H -2.554 -0.435 3.169
H -4.201 -2.049 2.329
H -4.320 -0.496 1.484
H -4.540 -2.482 -0.033
H -2.871 -2.955 0.392
H -2.953 -0.709 -2.604
H -4.307 -1.800 -2.208
H -2.496 -2.948 -3.503
H -2.721 -3.691 -1.918
H -1.352 -2.610 -2.198

| no. | E_tot (eV) |
| --- | --- |
| 1 | -25939.548 |
| 2 | -47684.861 |
| 3 | -41591.095 |